(1)
{"formula": "C4H9N2O2", "method": "ωB97M-V with the def2-TZVPD basis set", "e_lumo_ev": 3.96, "charge": -1, "de_lowest_kj_mol": 154.9, "gap_ev": 7.64, "fmax_ev_per_a": 1.998, "homo_energy_ha": -0.135, "species": ["O", "C", "N", "C", "O", "C", "C", "N", "H", "H", "H", "H", "H", "H", "H", "H", "H"], "coordinates": [[0.282, 1.107, -1.496], [0.232, -0.043, -0.951], [-0.030, -1.188, -1.538], [-2.723, 0.704, -0.330], [-3.469, 1.258, 0.437], [0.581, -0.037, 0.578], [1.945, 0.609, 0.775], [0.533, -1.365, 1.154], [-0.087, -0.927, -2.524], [-2.639, -0.394, -0.306], [-2.060, 1.169, -1.075], [-0.171, 0.652, 0.976], [2.158, 0.634, 1.845], [2.691, -0.016, 0.274], [1.931, 1.594, 0.321], [-0.363, -1.791, 1.171], [1.189, -1.967, 0.688]]}

=====

(2)
{"formula": "C25H41AsN4P2Ru", "method": "ωB97M-V with the def2-TZVPD basis set", "e_lumo_ev": [-11.63, -14.75], "charge": 4, "gap_ev": [7.44, 4.76], "fmax_ev_per_a": 2.832, "spin_multiplicity": 5, "s_squared": 6.04, "homo_energy_ha": [-0.701, -0.717], "species": ["Ru", "C", "P", "C", "C", "C", "C", "C", "C", "C", "P", "C", "C", "H", "H", "H", "H", "H", "H", "H", "H", "H", "H", "H", "H", "H", "H", "H", "H", "C", "N", "C", "N", "C", "N", "C", "N", "C", "C", "H", "H", "H", "H", "H", "H", "H", "H", "H", "H", "H", "H", "C", "As", "C", "C", "C", "C", "C", "C", "C", "C", "H", "H", "H", "H", "H", "H", "H", "H", "H", "H", "H", "H", "H"], "coordinates": [[0.184, -0.832, -0.126], [3.188, -0.968, -1.931], [2.388, -1.727, -0.524], [2.430, -3.542, -0.839], [3.186, -1.326, 1.047], [4.534, -1.155, 1.224], [5.054, -0.937, 2.504], [4.191, -0.825, 3.589], [2.832, -0.963, 3.438], [2.309, -1.198, 2.179], [0.587, -1.651, 2.061], [-0.448, -0.590, 3.088], [0.402, -3.331, 2.668], [3.905, -1.664, -2.333], [3.723, -0.066, -1.626], [2.474, -0.718, -2.708], [3.468, -3.847, -0.799], [2.072, -3.724, -1.857], [1.836, -4.111, -0.117], [5.195, -1.261, 0.394], [6.116, -0.856, 2.679], [4.565, -0.649, 4.610], [2.229, -0.976, 4.360], [0.041, -0.534, 4.074], [-1.431, -1.027, 3.235], [-0.517, 0.440, 2.710], [0.865, -3.294, 3.668], [0.971, -4.037, 2.061], [-0.616, -3.712, 2.790], [-2.571, -2.688, 0.441], [-3.835, -3.096, -0.050], [-3.787, -3.531, -1.461], [-3.221, -2.416, -2.273], [-1.917, -2.070, -1.849], [-1.966, -1.550, -0.401], [-2.976, -0.414, -0.348], [-4.243, -0.820, -0.772], [-4.749, -1.944, 0.032], [-4.149, -1.257, -2.190], [-1.854, -3.518, 0.437], [-2.729, -2.290, 1.439], [-4.779, -3.728, -1.805], [-3.210, -4.457, -1.512], [-1.477, -1.278, -2.479], [-1.286, -2.963, -1.871], [-2.572, 0.357, -1.015], [-3.033, -0.119, 0.694], [-5.729, -2.267, -0.330], [-4.865, -1.626, 1.053], [-3.770, -0.462, -2.839], [-5.138, -1.531, -2.535], [2.275, 2.284, -0.954], [0.532, 1.812, -0.284], [0.342, 2.710, 1.434], [-0.620, 2.704, -1.589], [-0.400, 4.129, -1.637], [-1.132, 4.923, -0.705], [-0.824, 6.222, -0.509], [0.163, 6.798, -1.353], [0.815, 6.037, -2.374], [0.499, 4.738, -2.555], [2.451, 3.343, -0.824], [2.368, 2.068, -2.012], [3.019, 1.696, -0.388], [0.628, 3.739, 1.305], [1.024, 2.262, 2.149], [-0.684, 2.614, 1.819], [-1.652, 2.544, -1.375], [-0.340, 2.255, -2.541], [-1.901, 4.422, -0.125], [-1.329, 6.881, 0.195], [0.411, 7.844, -1.229], [1.523, 6.589, -3.001], [0.961, 4.134, -3.328]]}

=====

(3)
{"formula": "C8H10NOS", "method": "ωB97M-V with the def2-TZVPD basis set", "e_lumo_ev": -4.25, "charge": 1, "de_lowest_kj_mol": 127.9, "gap_ev": 8.34, "fmax_ev_per_a": 5.192, "homo_energy_ha": -0.463, "species": ["C", "C", "C", "C", "C", "C", "C", "C", "N", "O", "S", "H", "H", "H", "H", "H", "H", "H", "H", "H", "H"], "coordinates": [[-2.311, 2.062, -0.815], [-1.526, 1.147, -0.088], [-1.840, 2.272, -2.073], [-0.466, 0.676, -0.818], [2.013, 0.202, -0.137], [1.928, -0.464, 1.241], [0.591, -0.245, -0.410], [0.242, -2.319, 0.990], [0.522, -0.880, 0.949], [2.828, 0.824, -0.716], [-0.426, 1.369, -2.409], [-3.184, 2.540, -0.417], [-1.760, 0.870, 0.924], [-2.244, 2.914, -2.830], [2.603, -1.309, 1.379], [2.026, 0.214, 2.088], [0.649, -1.426, -1.381], [-0.740, -2.517, 0.566], [0.991, -2.850, 0.405], [0.268, -2.683, 2.016], [-0.166, -0.397, 1.534]]}

=====

(4)
{"formula": "C5H9NO", "method": "ωB97M-V with the def2-TZVPD basis set", "e_lumo_ev": 0.22, "de_lowest_kj_mol": 344.0, "gap_ev": 10.51, "fmax_ev_per_a": 1.112, "homo_energy_ha": -0.378, "species": ["C", "C", "C", "C", "N", "H", "H", "H", "H", "H", "H", "H", "C", "O", "H", "H"], "coordinates": [[-0.588, 0.443, -1.350], [-0.933, 0.400, -0.064], [-1.284, -0.862, 0.687], [-1.095, 1.644, 0.657], [-1.285, 2.633, 1.232], [-0.574, -0.475, -1.924], [-0.379, 1.379, -1.858], [-0.855, -1.737, 0.195], [-0.921, -0.815, 1.716], [-2.374, -0.969, 0.709], [1.345, -1.399, -1.811], [1.748, -1.406, -1.195], [1.802, 0.299, 0.749], [2.100, -0.865, 0.631], [2.057, 1.075, -0.006], [1.236, 0.655, 1.632]]}

=====

(5)
{"formula": "C4H7N3O", "method": "ωB97M-V with the def2-TZVPD basis set", "e_lumo_ev": 0.52, "de_lowest_kj_mol": 181.2, "gap_ev": 8.37, "fmax_ev_per_a": 3.883, "homo_energy_ha": -0.289, "species": ["H", "N", "C", "N", "C", "C", "O", "C", "N", "H", "H", "H", "H", "H", "H"], "coordinates": [[0.248, -2.360, 2.846], [0.072, -1.545, 2.248], [0.827, -1.663, 1.213], [0.845, -0.796, 0.146], [-0.043, 0.230, -0.222], [-1.416, 0.434, 0.302], [-2.227, 1.187, -0.194], [0.205, 0.951, -1.336], [1.360, 1.200, -1.972], [1.483, -2.518, 1.074], [1.440, -1.062, -0.603], [-1.578, -0.112, 1.201], [-0.695, 1.446, -1.725], [1.290, 2.094, -2.540], [2.251, 1.299, -1.390]]}

=====

What did the fifth record say?
{"formula": "C4H7N3O", "method": "ωB97M-V with the def2-TZVPD basis set", "e_lumo_ev": 0.52, "de_lowest_kj_mol": 181.2, "gap_ev": 8.37, "fmax_ev_per_a": 3.883, "homo_energy_ha": -0.289, "species": ["H", "N", "C", "N", "C", "C", "O", "C", "N", "H", "H", "H", "H", "H", "H"], "coordinates": [[0.248, -2.360, 2.846], [0.072, -1.545, 2.248], [0.827, -1.663, 1.213], [0.845, -0.796, 0.146], [-0.043, 0.230, -0.222], [-1.416, 0.434, 0.302], [-2.227, 1.187, -0.194], [0.205, 0.951, -1.336], [1.360, 1.200, -1.972], [1.483, -2.518, 1.074], [1.440, -1.062, -0.603], [-1.578, -0.112, 1.201], [-0.695, 1.446, -1.725], [1.290, 2.094, -2.540], [2.251, 1.299, -1.390]]}

=====

- Which formula does entry 1 have?
  C4H9N2O2